{"formula": "C34H40I2N7O6PS2Sr", "method": "ωB97M-V/def2-TZVPD", "species": ["H", "S", "H", "H", "C", "H", "C", "C", "H", "H", "C", "N", "H", "H", "C", "C", "C", "C", "C", "H", "C", "H", "H", "C", "H", "Sr", "H", "H", "I", "I", "H", "C", "H", "H", "C", "H", "H", "P", "H", "O", "C", "C", "N", "C", "H", "H", "C", "C", "C", "H", "C", "C", "H", "H", "H", "C", "S", "H", "C", "H", "N", "N", "H", "H", "C", "H", "H", "H", "C", "H", "H", "H", "C", "C", "C", "O", "O", "O", "H", "H", "C", "N", "H", "C", "C", "C", "C", "H", "C", "O", "N", "O", "N"], "xyz": [[3.8051, -1.3274, 1.9815], [-3.1579, -3.3615, 0.8702], [2.8795, -1.2657, 4.8340], [-4.4314, -0.2357, -2.2916], [1.1794, -0.2936, -3.4726], [3.7265, -2.5089, 3.9276], [-3.6357, -0.6426, 3.6359], [-3.6002, -2.7754, 2.5127], [-0.6020, -3.1067, -1.6234], [2.9891, -2.8121, 1.4316], [0.7496, -1.4561, 2.9354], [3.6008, 3.1070, -3.3309], [3.2467, -3.5532, -0.8343], [3.6999, 0.4413, -2.6808], [3.7149, -0.5575, -2.2468], [4.5363, -0.5410, -0.9674], [-4.3131, -2.6696, 4.7665], [-2.6244, -3.0758, -2.3513], [-2.3594, 0.9350, -1.2861], [1.1825, 0.7861, -3.3081], [2.8382, -1.7874, 1.7736], [2.8646, -0.2863, -4.8342], [1.3009, -0.1448, -5.6146], [-2.3105, 3.7082, -2.1341], [-4.2438, -4.4911, 3.5945], [-0.5665, 0.0145, -0.0031], [2.2190, -2.9099, 4.7606], [-1.0248, -1.1908, 4.0887], [3.3678, 1.6664, 2.3675], [0.0498, 2.0206, 3.4742], [-3.0309, 3.1460, -2.7091], [-1.3494, 5.8307, -1.5186], [0.1426, -0.6267, -3.4793], [-0.0265, -2.5420, 4.6212], [-2.3866, -0.4520, -1.6904], [4.0600, 0.1078, -0.2358], [-4.6465, -2.6253, -2.9516], [1.9400, -1.0313, -1.9552], [1.0612, -3.0751, -2.9123], [-1.8583, -3.9772, 0.9002], [1.8669, 3.0311, 2.9588], [3.1145, 2.8101, -2.3352], [2.6136, 4.7126, 0.3500], [2.0129, -2.8252, -2.4436], [4.1612, -1.2530, -2.9590], [-3.3079, 1.4262, -1.5232], [-0.0034, -1.5222, 4.2468], [1.8373, -0.6328, -4.8038], [2.5007, 2.5826, -1.0793], [0.2539, 5.7153, -0.0683], [2.2353, -3.6950, -1.2117], [-4.0654, -3.4279, 3.6268], [-4.2771, -0.7335, 5.6717], [5.5388, -0.1696, -1.1683], [4.6171, -1.5406, -0.5510], [-3.0688, -0.9551, 1.1312], [-2.9176, 0.6709, 0.7986], [1.8203, -1.7024, -4.9899], [-1.3566, 7.3027, -1.6734], [2.3003, -1.2147, 0.9993], [-3.0334, -1.8796, 0.2361], [2.0391, -1.7934, 2.9792], [-2.6818, -4.1350, -2.5379], [2.2302, 3.5852, 3.8180], [-1.4671, -2.5116, -1.8590], [-3.0046, 5.5964, -2.8419], [1.6694, 3.6826, 2.1180], [2.1071, -4.7497, -1.4518], [-4.0899, -1.2996, 4.7713], [1.5220, -3.4137, -0.4325], [0.5133, 7.3226, -1.1788], [0.1627, 3.2649, 0.1027], [2.5483, 3.7507, -0.2772], [-0.4542, 5.1673, -0.6786], [-3.5950, -0.9178, -2.2141], [0.1818, -1.0948, 1.8852], [-4.2221, -4.0839, 0.2397], [1.3416, 1.2248, 0.3201], [-3.4802, 0.4296, 3.6370], [-4.7019, -3.1454, 5.6536], [-2.2963, 5.0790, -2.2150], [1.9494, 1.4275, -0.8256], [0.4688, -0.8850, 4.9895], [-3.7140, -2.2429, -2.5651], [2.7408, -2.1399, 4.1952], [-0.4858, 3.7983, -0.5812], [-3.4124, -1.4003, 2.4966], [2.8076, -2.9964, -3.1724], [-1.3854, 3.0318, -1.3311], [-0.1998, 7.9409, -1.3917], [-1.2685, 1.6668, -1.2755], [-2.3213, 7.9234, -2.0371], [-1.3305, -1.2253, -1.5962]], "atomic_forces_ev_per_a": [[-0.1, 0.0, -0.1], [-0.1, -1.0, 0.9], [0.0, 0.0, 0.0], [0.0, 0.0, -0.1], [0.2, -0.1, 0.1], [0.0, -0.1, 0.0], [0.0, -0.1, -0.2], [0.1, 0.3, -0.3], [0.1, -0.3, -0.1], [0.1, 0.0, -0.1], [-0.3, 0.2, 0.2], [0.2, 0.0, -0.4], [0.0, 0.0, 0.2], [0.1, -0.1, -0.1], [-0.3, -0.1, 0.3], [0.0, 0.1, -0.2], [0.0, 0.0, -0.1], [-0.2, 0.1, -0.2], [-1.4, 2.8, -1.7], [-0.1, 0.0, 0.0], [-0.3, 0.2, -0.6], [0.2, 0.0, -0.1], [0.0, 0.0, -0.1], [0.0, -0.3, 0.1], [0.0, -0.1, 0.1], [5.8, -1.3, 4.3], [0.0, 0.0, 0.0], [0.0, 0.0, -0.1], [0.6, 0.2, 0.6], [0.1, 0.4, 0.0], [0.0, 0.0, -0.2], [0.0, -0.5, 0.1], [-0.1, 0.1, 0.0], [0.0, -0.2, 0.1], [-1.7, -1.1, -2.2], [0.1, 0.0, 0.2], [0.0, -0.1, 0.0], [0.1, -0.5, -0.5], [0.0, -0.1, -0.2], [-0.1, 0.1, 0.1], [-0.1, -0.3, 0.1], [0.1, -0.2, -0.6], [0.0, 0.2, 0.0], [0.1, 0.2, 0.0], [0.0, 0.1, -0.2], [0.2, -0.1, 0.1], [0.0, 0.0, -0.3], [-0.1, 0.1, 0.1], [-0.1, -0.2, 0.2], [0.0, 0.0, 0.0], [-0.1, 0.0, -0.2], [0.1, -0.2, 0.0], [0.0, 0.0, 0.1], [0.1, 0.0, 0.1], [0.1, -0.2, 0.2], [-1.0, -0.7, 0.6], [-2.4, 1.9, 1.7], [0.1, -0.2, -0.1], [-0.2, 0.2, -0.1], [0.4, -0.3, 0.3], [0.2, 0.1, 0.5], [0.0, 0.1, -0.3], [0.0, -0.1, 0.0], [-0.1, -0.1, 0.0], [0.2, -0.5, -0.4], [-0.1, 0.1, -0.1], [-0.1, 0.0, 0.1], [0.0, -0.1, 0.1], [0.1, 0.1, 0.1], [0.1, -0.2, 0.1], [-0.2, 0.0, -0.1], [0.0, 0.1, 0.0], [-0.1, 0.2, 0.9], [-0.2, 0.4, -0.1], [0.0, 0.2, -0.1], [0.4, -0.9, 1.2], [-0.1, 0.2, 0.1], [1.7, 1.5, -1.5], [0.0, 0.0, -0.1], [0.0, -0.1, 0.1], [0.1, 0.4, 0.1], [-0.6, 0.2, 1.0], [0.1, 0.0, 0.1], [0.2, 0.0, -0.1], [-0.1, 0.0, 0.4], [-0.1, -0.5, 0.1], [-0.1, -0.4, 0.5], [-0.1, 0.0, -0.1], [0.0, 1.4, 0.0], [0.0, 0.2, 0.1], [-0.7, 0.7, -1.6], [0.3, -0.1, 0.1], [-0.7, -1.8, -2.7]], "max_force_ha_per_bohr": 0.14281, "energy_ha": -3918.09493, "orbital_gap_ev": 7.32, "charge": 0, "de_lowest_kcal_mol": 114.55}